Entry 1:
{"formula": "C3H9N3O", "method": "ωB97M-V with the def2-TZVPD basis set", "elements": ["C", "C", "N", "C", "N", "H", "H", "H", "H", "H", "H", "N", "O", "H", "H", "H"], "xyz": [[-2.28636, 0.09202, 0.63184], [-1.19173, -0.26545, -0.30789], [-0.75148, -1.57647, -0.36563], [0.14331, -0.71498, 0.12133], [1.00692, -1.57158, 0.69089], [-2.78467, 1.00889, 0.29924], [-1.90042, 0.27295, 1.63987], [-3.04441, -0.69550, 0.68423], [-1.33499, 0.18783, -1.28124], [1.98259, -1.31958, 0.59554], [0.81926, -2.52113, 0.38506], [1.52681, 1.81028, -0.56777], [2.55076, 0.79597, -0.63533], [1.42517, 1.99366, 0.43396], [0.66108, 1.40388, -0.99822], [3.17816, 1.09922, -1.32588]], "atomic_forces_ev_per_a": [[-0.662, 0.972, 0.805], [-1.931, 0.741, -0.610], [-0.682, 1.530, -0.607], [-2.220, -5.614, -1.793], [4.355, 1.038, 1.886], [0.002, -0.056, 0.157], [-0.157, -0.121, -0.076], [0.239, -0.061, -0.070], [0.609, 0.901, -0.273], [0.137, 0.104, 0.464], [0.093, 0.284, 0.179], [0.027, 0.001, -0.731], [0.044, 0.201, -0.489], [-0.325, -0.318, -0.553], [1.193, 0.414, 1.043], [-0.724, -0.016, 0.667]], "lumo_ev": 0.9, "smiles": "C[C@@H]1N=C1N.NO", "e_tot_ev": -9769.1689, "charge": 0, "de_lowest_kj_mol": 614.6}

=====

Entry 2:
{"formula": "C23H34Br2N4OS4Ti", "method": "ωB97M-V with the def2-TZVPD basis set", "elements": ["Ti", "C", "C", "S", "C", "C", "S", "C", "C", "S", "C", "C", "S", "H", "H", "H", "H", "H", "H", "H", "H", "H", "H", "H", "H", "H", "H", "H", "H", "Br", "C", "C", "C", "N", "C", "C", "C", "C", "C", "Br", "C", "C", "N", "H", "H", "H", "H", "H", "H", "C", "N", "C", "C", "O", "N", "C", "C", "H", "H", "H", "H", "H", "H", "H", "H", "H", "H", "H", "H"], "xyz": [[-0.13972, 0.16613, 0.48177], [0.67411, 2.51000, 3.06093], [1.64083, 2.92022, 1.97032], [2.15399, 1.45481, 1.02890], [3.21270, 2.19646, -0.28130], [2.52785, 2.86255, -1.46466], [1.63165, 1.64034, -2.45787], [0.29524, 2.64307, -3.18025], [-1.03363, 2.50880, -2.41172], [-0.66279, 2.39581, -0.62429], [-2.08233, 3.14968, 0.22278], [-1.69111, 3.32449, 1.68359], [-0.89265, 1.84363, 2.41691], [0.43218, 3.34669, 3.71655], [1.08318, 1.71463, 3.68434], [2.54269, 3.34707, 2.41041], [1.21003, 3.64093, 1.27603], [3.87183, 1.38911, -0.59767], [3.81936, 2.91617, 0.26864], [3.29485, 3.31347, -2.09415], [1.84515, 3.64689, -1.14492], [0.16387, 2.30050, -4.20449], [0.62620, 3.67920, -3.22016], [-1.60517, 1.63902, -2.72267], [-1.65525, 3.39683, -2.52900], [-2.97654, 2.54796, 0.09487], [-2.25294, 4.12506, -0.23202], [-2.57189, 3.52646, 2.29036], [-0.99358, 4.15041, 1.81308], [-5.95135, -1.55954, 3.16187], [-4.38517, -1.17256, 2.28946], [-4.39120, -0.45396, 1.09099], [-3.19446, -0.16247, 0.49361], [-2.00597, -0.55601, 1.00398], [-2.00292, -1.30551, 2.14003], [-3.16137, -1.60575, 2.80952], [-0.66742, -1.74956, 2.59190], [-0.49283, -2.76256, 3.49783], [0.79975, -3.13195, 3.87980], [1.06185, -4.47589, 5.10086], [1.88116, -2.45911, 3.31078], [1.64005, -1.47408, 2.39070], [0.38798, -1.10230, 2.01186], [-5.31910, -0.12854, 0.63995], [-3.16829, 0.38612, -0.43841], [-3.14251, -2.16287, 3.73642], [-1.34079, -3.28808, 3.91443], [2.89895, -2.70762, 3.58544], [2.46721, -0.94689, 1.94666], [-0.27417, -3.76317, -2.92356], [-0.39172, -2.38625, -2.39051], [-1.76855, -1.87757, -2.30606], [0.61701, -1.74930, -1.84093], [0.31673, -0.87616, -0.83947], [1.87452, -1.87023, -2.19537], [2.28616, -2.31463, -3.54638], [3.00462, -1.51557, -1.32458], [-1.07764, -4.35338, -2.48342], [0.67449, -4.20668, -2.64083], [-0.38762, -3.77863, -4.00622], [-2.26563, -2.08135, -3.25213], [-1.77251, -0.80392, -2.14943], [-2.32229, -2.38069, -1.51249], [1.45274, -2.27090, -4.23809], [2.70277, -3.32012, -3.51775], [3.05820, -1.62753, -3.88997], [2.65940, -1.15054, -0.36864], [3.60657, -0.75348, -1.81715], [3.62522, -2.39716, -1.16899]], "atomic_forces_ev_per_a": [[0.489, 1.518, 0.082], [-0.050, 0.001, -0.096], [0.012, -0.039, 0.024], [-0.211, -0.124, -0.095], [-0.188, -0.036, -0.139], [-0.020, -0.080, 0.120], [-0.155, -0.071, -0.093], [-0.045, -0.076, 0.237], [0.246, 0.025, -0.070], [-0.239, -0.156, 0.125], [0.114, 0.001, 0.045], [-0.009, -0.025, 0.026], [0.179, -0.142, -0.007], [-0.005, 0.031, 0.002], [0.013, 0.006, 0.068], [0.027, 0.009, 0.015], [-0.011, 0.062, 0.015], [0.017, -0.009, 0.032], [0.086, 0.010, 0.003], [0.077, 0.067, 0.078], [-0.004, 0.048, 0.005], [-0.057, 0.045, -0.044], [-0.004, 0.002, -0.011], [-0.018, -0.052, -0.024], [-0.034, -0.008, -0.045], [-0.065, -0.009, 0.027], [-0.035, 0.041, -0.003], [-0.022, 0.038, 0.013], [-0.009, 0.027, -0.038], [-0.131, -0.020, 0.066], [-0.051, -0.057, 0.069], [-0.060, 0.044, -0.082], [0.102, -0.017, -0.079], [0.075, -0.131, 0.079], [0.095, 0.023, -0.019], [-0.080, -0.077, 0.041], [-0.028, 0.135, -0.107], [-0.068, -0.040, 0.094], [0.011, -0.092, 0.092], [0.014, -0.084, 0.080], [0.102, 0.002, -0.007], [-0.195, 0.013, -0.032], [-0.059, -0.195, 0.483], [-0.004, -0.008, 0.007], [0.033, 0.048, -0.027], [-0.011, 0.002, -0.042], [0.014, 0.016, 0.000], [-0.044, 0.013, -0.030], [0.049, 0.064, -0.052], [-0.028, 0.015, -0.138], [-0.366, -0.166, 0.074], [0.093, -0.150, -0.067], [0.114, 0.226, 0.028], [0.208, -0.770, -0.750], [0.261, 0.069, 0.040], [0.009, -0.062, 0.037], [-0.085, -0.077, -0.236], [0.007, 0.040, 0.016], [0.037, 0.049, 0.019], [0.022, 0.042, 0.001], [0.017, -0.028, -0.037], [0.043, 0.088, 0.003], [0.045, -0.017, 0.029], [-0.075, -0.006, 0.026], [-0.026, -0.012, 0.012], [-0.008, 0.011, 0.032], [-0.091, 0.026, 0.171], [-0.012, 0.012, -0.034], [-0.009, -0.033, -0.010]], "lumo_ev": -13.6, "e_tot_ev": -238916.0912, "charge": 4, "de_lowest_kj_mol": 0.9}